Arrangement A

The following is a DFT calculation (ωB97M-V/def2-TZVPD) of a 2-piece molecular cluster, C9H14 overall.

Values from the calculation:
orbital gap: 10.05 eV
SMILES: Cc1ccccc1.CC

Structure (ORCA input):
```
! RIJCOSX wB97M-V def2-TZVPD def2/J DEFGRID3
* xyz 0 1
C 0.30 1.99 0.32
C 0.05 3.48 0.17
H 0.58 1.66 1.32
H -0.62 1.44 0.13
H 1.03 1.50 -0.33
H -0.42 3.91 1.06
H -0.77 3.66 -0.53
H 0.90 4.08 -0.15
C -2.10 -0.98 -0.85
C -0.73 -1.34 -0.39
C 0.25 -1.75 -1.29
C -0.44 -1.19 0.95
C 1.54 -1.90 -0.82
C 0.86 -1.48 1.41
C 1.88 -1.83 0.52
H -2.48 -0.12 -0.30
H -2.78 -1.83 -0.60
H 0.07 -1.91 -2.34
H -1.11 -0.98 1.77
H 2.35 -2.15 -1.50
H 1.08 -1.43 2.47
H 2.90 -1.95 0.88
H -2.34 -0.89 -1.91
*
```

Just the Löwdin charges please, in e? Sure, here they are: C -0.172; C -0.165; H 0.063; H 0.042; H 0.070; H 0.063; H 0.058; H 0.061; C -0.062; C -0.310; C -0.045; C -0.079; C -0.104; C -0.085; C -0.092; H 0.071; H 0.087; H 0.110; H 0.117; H 0.101; H 0.098; H 0.097; H 0.076


Arrangement B

The following is a DFT calculation (ωB97M-V/def2-TZVPD) of a 2-piece molecular cluster, C9H14 overall.

Values from the calculation:
orbital gap: 10.01 eV
SMILES: Cc1ccccc1.CC

Structure (ORCA input):
```
! RIJCOSX wB97M-V def2-TZVPD def2/J DEFGRID3
* xyz 0 1
C 1.04 2.57 -1.00
C 0.15 -1.44 -2.26
C 0.81 -1.22 -1.03
C -0.22 -0.35 -3.02
C 1.12 0.05 -0.62
C 0.07 0.93 -2.60
C 0.78 1.14 -1.43
H 0.12 -2.46 -2.62
H 0.93 -2.08 -0.39
H -0.69 -0.46 -3.98
H 1.63 0.18 0.32
H -0.11 1.71 -3.32
H 1.51 2.55 -0.01
H 0.10 3.10 -0.89
H 1.82 3.02 -1.59
C -0.66 -1.31 3.55
C -1.58 -0.51 2.63
H -0.09 -2.03 2.95
H 0.06 -0.64 4.01
H -1.29 -1.90 4.21
H -2.50 -0.19 3.09
H -1.14 0.42 2.26
H -1.84 -1.08 1.73
*
```

Just the Löwdin charges please, in e? Sure, here they are: C -0.053; C -0.093; C -0.091; C -0.100; C -0.057; C -0.067; C -0.279; H 0.099; H 0.095; H 0.101; H 0.105; H 0.111; H 0.070; H 0.082; H 0.076; C -0.161; C -0.177; H 0.054; H 0.061; H 0.060; H 0.048; H 0.054; H 0.061


It is arrangement B that is the most stable of them.


Arrangement A

The following is a DFT calculation (ωB97M-V/def2-TZVPD) of a 2-piece molecular cluster, C9H14 overall.

Values from the calculation:
orbital gap: 10.09 eV
SMILES: Cc1ccccc1.CC

Structure (ORCA input):
```
! RIJCOSX wB97M-V def2-TZVPD def2/J DEFGRID3
* xyz 0 1
C -1.45 -0.65 -1.73
C 0.54 -1.25 -0.33
C 0.01 -0.53 -1.45
C 1.89 -1.22 -0.02
C 2.75 -0.37 -0.73
C 0.91 0.23 -2.16
C 2.25 0.39 -1.76
H -0.16 -1.82 0.27
H 2.12 -1.76 0.89
H -1.70 -0.30 -2.73
H -1.99 0.02 -1.06
H 3.77 -0.39 -0.39
H 0.67 0.64 -3.13
H 2.90 1.04 -2.32
H -1.80 -1.66 -1.53
C -1.68 0.36 1.87
C -1.00 1.48 2.66
H -1.59 -0.60 2.37
H -2.74 0.59 1.82
H -1.19 0.23 0.90
H -0.40 1.21 3.53
H -1.76 2.20 2.97
H -0.35 2.14 2.07
*
```

Just the Löwdin charges please, in e? Sure, here they are: C -0.052; C -0.071; C -0.287; C -0.085; C -0.099; C -0.059; C -0.087; H 0.104; H 0.099; H 0.079; H 0.067; H 0.097; H 0.109; H 0.098; H 0.081; C -0.153; C -0.163; H 0.064; H 0.065; H 0.019; H 0.057; H 0.056; H 0.061


Arrangement B

The following is a DFT calculation (ωB97M-V/def2-TZVPD) of a 2-piece molecular cluster, C9H14 overall.

Values from the calculation:
orbital gap: 9.57 eV
SMILES: Cc1ccccc1.CC

Structure (ORCA input):
```
! RIJCOSX wB97M-V def2-TZVPD def2/J DEFGRID3
* xyz 0 1
C -0.57 1.30 0.52
C -0.82 1.74 -3.01
C -0.43 2.00 -1.74
C -0.96 0.39 -3.57
C -0.57 0.86 -0.88
C -0.84 -0.69 -2.73
C -0.61 -0.45 -1.43
H -0.94 2.38 -3.80
H 0.05 2.86 -1.31
H -1.27 0.33 -4.58
H -0.98 -1.74 -3.07
H -0.81 0.21 1.11
H -1.34 1.93 1.00
H -0.40 -1.31 -0.70
H 0.29 1.85 0.91
C 1.75 -0.78 2.86
C 0.80 -2.04 2.90
H 2.57 -1.22 3.41
H 2.02 -0.41 1.81
H 1.40 0.12 3.53
H 0.67 -2.57 1.86
H -0.21 -1.91 3.50
H 1.19 -2.86 3.42
*
```

Just the Löwdin charges please, in e? Sure, here they are: C -0.095; C -0.069; C -0.048; C -0.060; C -0.284; C -0.132; C -0.076; H 0.063; H 0.109; H 0.077; H 0.117; H 0.136; H 0.077; H 0.127; H 0.069; C -0.183; C -0.203; H 0.035; H 0.072; H 0.089; H 0.082; H 0.094; H 0.005


Arrangement C

The following is a DFT calculation (ωB97M-V/def2-TZVPD) of a 2-piece molecular cluster, C9H14 overall.

Values from the calculation:
orbital gap: 10.07 eV
SMILES: Cc1ccccc1.CC

Structure (ORCA input):
```
! RIJCOSX wB97M-V def2-TZVPD def2/J DEFGRID3
* xyz 0 1
C 1.99 -1.45 -0.62
C 0.88 -0.77 1.59
C 0.80 -1.06 0.24
C -0.21 -0.54 2.41
C -0.46 -1.04 -0.38
C -1.46 -0.58 1.82
C -1.55 -0.77 0.44
H 1.87 -0.81 2.04
H -0.07 -0.44 3.48
H 1.58 -1.86 -1.54
H 2.57 -2.23 -0.15
H -0.65 -1.30 -1.40
H -2.37 -0.40 2.37
H -2.54 -1.03 0.07
H 2.59 -0.55 -0.79
C -0.59 2.02 -1.75
C 0.29 3.08 -2.36
H -0.79 2.03 -0.68
H -1.60 1.97 -2.17
H -0.25 1.00 -1.89
H -0.19 3.98 -2.73
H 1.15 3.22 -1.74
H 0.79 2.75 -3.28
*
```

Just the Löwdin charges please, in e? Sure, here they are: C -0.041; C -0.070; C -0.277; C -0.083; C -0.078; C -0.100; C -0.104; H 0.112; H 0.101; H 0.069; H 0.074; H 0.108; H 0.099; H 0.103; H 0.080; C -0.181; C -0.168; H 0.065; H 0.069; H 0.037; H 0.064; H 0.054; H 0.065


It is arrangement A that is the most stable of them.


Arrangement A

The following is a DFT calculation (ωB97M-V/def2-TZVPD) of a 2-piece molecular cluster, C9H14 overall.

Values from the calculation:
orbital gap: 10.10 eV
SMILES: Cc1ccccc1.CC

Structure (ORCA input):
```
! RIJCOSX wB97M-V def2-TZVPD def2/J DEFGRID3
* xyz 0 1
C -2.19 0.11 2.54
C -2.64 -1.10 1.71
H -2.90 0.23 3.48
H -1.37 -0.04 3.16
H -1.87 1.04 2.04
H -3.79 -1.06 1.55
H -2.75 -2.10 2.36
H -2.10 -1.14 0.73
C 1.99 -1.90 -0.71
C -0.03 -0.60 -0.96
C 1.33 -0.62 -0.74
C -0.73 0.69 -1.01
C -0.05 1.85 -0.85
C 1.99 0.57 -0.57
C 1.34 1.85 -0.55
H -0.72 -1.49 -1.00
H -1.78 0.57 -1.27
H 1.52 -2.87 -1.26
H 2.38 -2.46 0.31
H -0.77 2.65 -0.98
H 3.07 0.48 -0.35
H 1.94 2.83 -0.51
H 3.03 -1.78 -1.36
*
```

Just the Löwdin charges please, in e? Sure, here they are: C -0.202; C -0.187; H 0.102; H 0.014; H 0.065; H 0.073; H 0.105; H 0.026; C -0.123; C -0.044; C -0.391; C -0.111; C -0.128; C -0.065; C -0.050; H 0.118; H 0.102; H 0.110; H 0.122; H 0.101; H 0.116; H 0.124; H 0.121


Arrangement B

The following is a DFT calculation (ωB97M-V/def2-TZVPD) of a 2-piece molecular cluster, C9H14 overall.

Values from the calculation:
orbital gap: 9.76 eV
SMILES: Cc1ccccc1.CC

Structure (ORCA input):
```
! RIJCOSX wB97M-V def2-TZVPD def2/J DEFGRID3
* xyz 0 1
C 0.28 -3.14 -1.31
C -0.26 -0.31 1.14
C 1.06 0.16 1.23
C -0.59 -1.39 0.35
C 0.42 -2.02 -0.35
C 2.05 -0.37 0.42
C 1.75 -1.57 -0.20
H -0.92 0.22 1.80
H 1.42 0.85 1.99
H -1.61 -1.77 0.37
H 3.07 -0.02 0.53
H 0.94 -3.99 -1.30
H 0.06 -2.75 -2.32
H 2.53 -2.17 -0.68
H -0.77 -3.54 -1.38
C -0.54 2.90 -0.38
C -1.80 2.55 0.44
H -0.43 3.94 -0.67
H 0.47 2.59 -0.11
H -0.67 2.30 -1.30
H -1.80 2.99 1.45
H -2.08 1.51 0.43
H -2.58 3.04 -0.17
*
```

Just the Löwdin charges please, in e? Sure, here they are: C -0.079; C -0.111; C -0.111; C -0.044; C -0.286; C -0.084; C -0.055; H 0.094; H 0.109; H 0.113; H 0.102; H 0.077; H 0.086; H 0.109; H 0.083; C -0.170; C -0.163; H 0.053; H 0.040; H 0.070; H 0.067; H 0.033; H 0.066


Arrangement C

The following is a DFT calculation (ωB97M-V/def2-TZVPD) of a single C9H14 molecule.

Values from the calculation:
orbital gap: 8.26 eV
SMILES: C=C1[C@@H](C)[C@@H]1C=C(C)C

Structure (ORCA input):
```
! RIJCOSX wB97M-V def2-TZVPD def2/J DEFGRID3
* xyz 0 1
C 1.45 0.79 -0.10
C -0.92 -1.21 -0.37
C 2.15 -0.51 0.17
C 2.16 2.00 0.45
C -2.11 -2.06 -0.80
C -1.19 -0.19 0.69
C 0.37 0.97 -0.92
C -0.76 0.11 -1.05
C -2.00 0.44 1.49
H -0.05 -1.83 -0.18
H 0.17 1.99 -1.24
H -1.55 0.41 -1.73
H 2.09 -0.77 1.23
H 3.21 -0.40 -0.08
H 1.78 -1.34 -0.42
H 1.66 2.92 0.17
H 3.19 2.03 0.10
H 2.18 1.94 1.54
H -2.98 -1.44 -1.00
H -2.38 -2.76 -0.01
H -1.86 -2.63 -1.70
H -1.97 0.27 2.56
H -2.64 1.27 1.19
*
```

Just the Löwdin charges please, in e? Sure, here they are: C -0.336; C -0.340; C -0.069; C -0.075; C -0.050; C -0.067; C -0.090; C -0.131; C 0.014; H 0.103; H 0.106; H 0.121; H 0.086; H 0.082; H 0.063; H 0.072; H 0.076; H 0.082; H 0.080; H 0.079; H 0.083; H 0.052; H 0.061


Arrangement D

The following is a DFT calculation (ωB97M-V/def2-TZVPD) of a 2-piece molecular cluster, C9H14 overall.

Values from the calculation:
orbital gap: 10.00 eV
SMILES: Cc1ccccc1.CC

Structure (ORCA input):
```
! RIJCOSX wB97M-V def2-TZVPD def2/J DEFGRID3
* xyz 0 1
C -0.71 1.29 2.06
C -0.43 1.06 0.61
C 0.86 1.32 0.10
C -1.34 0.65 -0.40
C 1.04 1.35 -1.36
C -1.24 0.68 -1.75
C 0.01 1.05 -2.22
H -1.32 2.21 2.04
H 0.11 1.43 2.70
H 1.70 1.56 0.88
H -2.42 0.22 -0.15
H 1.92 1.74 -1.81
H -2.16 0.61 -2.32
H 0.25 1.23 -3.24
H -1.23 0.45 2.36
C 0.56 -3.39 1.56
C 1.00 -2.55 0.40
H -0.52 -3.38 1.94
H 0.43 -4.46 1.06
H 1.38 -3.44 2.15
H 0.29 -2.76 -0.39
H 1.07 -1.43 0.50
H 2.00 -2.80 0.20
*
```

Just the Löwdin charges please, in e? Sure, here they are: C -0.040; C -0.295; C -0.044; C -0.088; C -0.074; C -0.113; C -0.119; H 0.100; H 0.058; H 0.138; H 0.143; H 0.080; H 0.104; H 0.091; H 0.051; C -0.179; C -0.185; H 0.086; H 0.104; H 0.012; H 0.065; H 0.062; H 0.044


It is arrangement B that is the most stable of them.


Arrangement A

The following is a DFT calculation (ωB97M-V/def2-TZVPD) of a 2-piece molecular cluster, C9H14 overall.

Values from the calculation:
orbital gap: 10.11 eV
SMILES: Cc1ccccc1.CC

Structure (ORCA input):
```
! RIJCOSX wB97M-V def2-TZVPD def2/J DEFGRID3
* xyz 0 1
C -1.41 1.73 0.13
C 1.85 0.87 1.87
C 1.56 -0.34 2.47
C 0.96 1.50 1.00
C -0.29 0.95 0.77
C 0.34 -0.94 2.16
C -0.50 -0.34 1.24
H 2.79 1.38 2.07
H 2.25 -0.73 3.20
H 1.25 2.48 0.62
H -0.03 -1.85 2.62
H -1.99 2.30 0.86
H -2.10 1.09 -0.40
H -1.45 -0.81 0.98
H -0.96 2.39 -0.62
C -0.04 -1.95 -2.23
C -0.52 -0.50 -2.53
H 0.84 -2.17 -2.82
H 0.15 -2.05 -1.16
H -0.86 -2.63 -2.49
H -0.86 -0.03 -1.61
H 0.34 0.08 -2.87
H -1.33 -0.44 -3.25
*
```

Just the Löwdin charges please, in e? Sure, here they are: C -0.062; C -0.093; C -0.097; C -0.050; C -0.303; C -0.085; C -0.076; H 0.099; H 0.098; H 0.110; H 0.103; H 0.085; H 0.065; H 0.114; H 0.084; C -0.144; C -0.147; H 0.056; H 0.048; H 0.057; H 0.010; H 0.065; H 0.063


Arrangement B

The following is a DFT calculation (ωB97M-V/def2-TZVPD) of a 2-piece molecular cluster, C9H14 overall.

Values from the calculation:
orbital gap: 9.90 eV
SMILES: Cc1ccccc1.CC

Structure (ORCA input):
```
! RIJCOSX wB97M-V def2-TZVPD def2/J DEFGRID3
* xyz 0 1
C 2.60 -0.20 -1.85
C 3.89 -0.86 -2.41
H 2.23 0.58 -2.50
H 1.80 -0.94 -1.96
H 2.81 -0.15 -0.79
H 4.14 -1.85 -2.05
H 3.94 -0.86 -3.50
H 4.72 -0.20 -2.10
C -2.41 -0.58 -1.12
C 0.01 0.69 2.13
C -0.75 -0.44 2.30
C -0.16 1.50 1.00
C -1.63 -0.82 1.29
C -1.12 1.19 0.06
C -1.78 -0.04 0.15
H 0.64 1.09 2.92
H -0.80 -1.05 3.19
H 0.54 2.31 0.80
H -2.21 -1.73 1.38
H -1.35 1.90 -0.72
H -3.30 -0.02 -1.41
H -2.70 -1.63 -1.03
H -1.69 -0.55 -1.94
*
```

Just the Löwdin charges please, in e? Sure, here they are: C -0.161; C -0.177; H 0.062; H 0.051; H 0.060; H 0.056; H 0.055; H 0.055; C -0.055; C -0.100; C -0.093; C -0.095; C -0.062; C -0.059; C -0.274; H 0.097; H 0.100; H 0.102; H 0.106; H 0.110; H 0.077; H 0.072; H 0.075


It is arrangement A that is the most stable of them.